Density functional theory data (wB97M-V/def2-TZVPD) for a structure of composition C9H6AuN2O5S.

Geometry (Å):
O  2.400  -1.764  -2.212
C  1.882  -1.154  -1.427
Au  -0.250  0.305  0.400
O  -2.358  -1.951  -0.798
C  -1.373  -1.386  -0.614
C  1.393  1.255  0.574
O  2.179  2.109  0.488
C  -0.713  1.684  -2.091
O  -0.909  2.349  -2.973
C  0.577  -1.782  2.175
O  0.963  -2.538  2.921
C  -3.275  3.486  2.231
N  -1.955  3.159  2.776
C  -1.196  3.898  3.650
C  -0.031  3.235  3.849
N  -0.102  2.075  3.086
C  -1.316  2.017  2.459
S  -2.239  0.938  1.489
H  -3.238  3.594  1.134
H  -4.006  2.699  2.493
H  -3.549  4.436  2.701
H  -1.622  4.829  4.015
H  0.816  3.514  4.438
H  0.626  1.368  3.058

For the largest force on an atom, the calculation gives 8.3 eV Å⁻¹. Its orbital gap (alpha / beta) is 10.056 / 5.946 eV. As for the spin multiplicity: 3. The expectation value of S² is 2.03. The calculation puts the total energy at -1364.8508 Ha. Its HOMO energy (alpha / beta) is -21.78 / -21.97 eV. As for the total charge: +3.

Here are the natural (NBO) charges for atoms 1 to 5, given in e: atom 1 (O): -0.3406, atom 2 (C): 0.4625, atom 3 (Au): 0.8728, atom 4 (O): -0.2737, atom 5 (C): 0.4862